ORCA calculation (the ωB97M-V functional and the def2-TZVPD basis) on a 7-piece molecular cluster, C45H109N6O8 overall.

Last column: Mulliken charge in e.
Geometry (Å):
C  0.23  1.08  0.21  -0.64
C  -0.37  -0.08  -0.58  0.34
O  -0.37  -1.22  -0.11  -0.57
O  -0.82  0.31  -1.71  -0.46
H  0.73  0.92  1.17  0.09
H  -0.66  1.67  0.42  0.17
H  0.92  1.70  -0.37  0.02
C  -3.10  -1.66  3.96  -1.45
C  -3.08  -0.08  3.69  1.51
C  -3.26  0.17  2.14  -0.61
C  -4.64  -0.21  1.59  0.82
C  -5.74  0.56  2.36  -1.61
C  -5.78  0.40  3.87  1.29
N  -4.27  0.48  4.39  0.71
O  -4.11  0.83  5.76  -0.23
C  -6.40  -0.94  4.39  -1.51
C  -6.57  1.62  4.49  -1.67
C  -1.79  0.67  4.08  -1.67
H  -3.90  -2.22  3.47  0.27
H  -3.13  -2.05  4.98  0.39
H  -2.26  -2.11  3.44  0.35
H  -2.47  -0.36  1.60  -0.23
H  -3.02  1.23  2.05  0.63
H  -4.79  -1.28  1.76  0.20
H  -4.72  -0.09  0.51  -0.83
H  -6.65  0.16  1.92  0.55
H  -5.77  1.62  2.09  0.40
H  -7.44  -0.94  4.06  0.46
H  -6.39  -1.00  5.47  0.43
H  -6.06  -1.90  3.99  0.27
H  -6.14  2.58  4.22  0.44
H  -6.64  1.64  5.58  0.43
H  -7.60  1.66  4.14  0.42
H  -0.95  0.14  3.63  0.33
H  -1.64  0.78  5.15  0.48
H  -1.76  1.71  3.76  0.44
C  1.83  -4.01  -2.11  -0.50
C  2.81  -4.50  -1.01  -0.70
N  2.88  -3.71  0.38  0.56
C  4.08  -4.30  1.22  -0.98
C  3.10  -2.21  0.18  0.25
C  4.35  -1.80  -0.63  -1.40
C  1.61  -3.85  1.21  0.67
C  1.14  -5.26  1.69  -1.09
O  2.01  -5.82  2.64  -0.37
C  1.53  -6.92  3.35  -0.79
H  1.86  -4.62  -3.01  0.55
H  2.14  -3.02  -2.45  -0.07
H  0.81  -3.89  -1.75  -0.04
H  3.83  -4.47  -1.39  0.51
H  2.65  -5.53  -0.69  0.57
H  5.03  -4.01  0.77  0.39
H  4.02  -5.39  1.23  0.40
H  4.04  -3.95  2.26  0.35
H  3.02  -1.67  1.12  0.59
H  2.24  -1.89  -0.40  -0.51
H  4.34  -0.72  -0.54  0.45
H  4.30  -2.03  -1.69  0.27
H  5.27  -2.22  -0.21  0.30
H  0.76  -3.37  0.72  -0.65
H  1.67  -3.29  2.14  0.49
H  0.98  -5.98  0.89  0.41
H  0.16  -5.19  2.16  0.50
H  2.24  -7.02  4.17  0.29
H  1.23  -7.83  2.83  0.30
H  0.64  -6.49  3.81  0.35
C  3.67  1.93  3.37  -1.15
C  4.49  3.22  3.37  -0.59
N  5.87  3.34  4.11  0.49
C  6.92  2.49  3.43  -1.07
C  6.34  4.82  4.25  -0.40
C  6.65  5.51  2.94  -1.20
C  5.54  2.64  5.47  -0.41
C  6.46  2.99  6.65  -1.22
O  7.88  2.89  6.40  -0.31
C  8.66  3.23  7.52  -0.73
H  4.32  1.08  3.18  0.31
H  2.87  1.88  2.63  0.22
H  3.14  1.67  4.29  0.39
H  3.88  4.11  3.53  0.43
H  4.67  3.40  2.31  0.47
H  6.86  2.79  2.38  0.45
H  6.75  1.41  3.49  0.38
H  7.89  2.83  3.79  0.36
H  7.20  4.88  4.92  0.35
H  5.49  5.27  4.75  0.42
H  6.88  6.55  3.20  0.42
H  5.76  5.53  2.31  0.33
H  7.55  5.14  2.44  0.34
H  5.79  1.58  5.40  0.31
H  4.51  2.78  5.79  0.39
H  6.26  2.41  7.55  0.68
H  6.20  3.98  7.00  0.43
H  9.72  2.97  7.45  0.27
H  8.28  2.55  8.28  0.32
H  8.59  4.29  7.73  0.31
C  1.08  -1.20  -4.89  -0.81
C  0.44  0.20  -4.73  -0.07
N  0.85  1.25  -5.85  0.47
C  0.47  0.70  -7.25  -1.18
C  -0.10  2.49  -5.73  -0.38
C  0.21  3.74  -6.69  -1.39
C  2.36  1.63  -5.87  -0.85
C  2.98  2.12  -4.56  -0.49
O  2.13  3.02  -3.86  -0.24
C  2.61  3.28  -2.54  -0.66
H  0.77  -1.76  -5.78  0.42
H  0.65  -1.70  -4.02  -0.24
H  2.16  -1.29  -4.75  0.34
H  0.53  0.70  -3.76  0.25
H  -0.64  0.10  -4.80  0.08
H  0.76  1.45  -7.99  0.49
H  -0.53  0.28  -7.35  0.25
H  1.25  -0.04  -7.34  0.53
H  -0.01  2.74  -4.67  0.35
H  -1.11  2.12  -5.89  0.49
H  -0.02  3.60  -7.75  0.41
H  1.21  4.16  -6.72  0.33
H  -0.48  4.47  -6.27  0.42
H  2.43  2.47  -6.55  0.59
H  2.94  0.79  -6.25  0.37
H  3.91  2.58  -4.89  0.48
H  3.05  1.22  -3.95  0.23
H  2.60  2.34  -1.99  0.05
H  2.05  3.97  -1.90  0.33
H  3.62  3.68  -2.43  0.37
C  -4.35  -3.18  -3.49  -1.19
N  -3.18  -3.40  -2.44  0.29
C  -2.84  -4.93  -2.60  -0.84
C  -1.95  -2.53  -2.90  0.56
C  -3.68  -2.98  -1.01  -0.23
C  -2.98  -3.71  0.20  -0.68
O  -1.55  -3.60  0.08  0.02
H  -5.21  -3.72  -3.09  0.44
H  -3.94  -3.38  -4.48  0.39
H  -4.51  -2.10  -3.49  0.47
H  -3.70  -5.45  -2.18  0.47
H  -1.96  -5.17  -2.01  0.17
H  -2.73  -5.19  -3.65  0.39
H  -1.07  -2.74  -2.29  -0.75
H  -2.19  -1.48  -2.75  -0.25
H  -1.71  -2.69  -3.95  0.61
H  -4.75  -3.17  -1.04  0.54
H  -3.69  -1.89  -0.92  0.17
H  -3.15  -4.78  0.26  0.48
H  -3.37  -3.38  1.16  -0.10
H  -1.34  -2.68  -0.08  0.13
C  -5.87  1.31  -1.83  -0.95
N  -5.58  1.97  -3.17  -0.05
C  -6.10  1.03  -4.23  -0.69
C  -6.31  3.28  -3.21  -0.76
C  -3.99  2.05  -3.38  0.01
C  -3.12  2.75  -2.32  -0.71
O  -3.02  1.80  -1.23  -0.14
H  -5.44  1.90  -1.03  0.54
H  -5.40  0.33  -1.90  0.01
H  -6.94  1.29  -1.62  0.52
H  -5.54  0.10  -4.29  0.17
H  -6.05  1.51  -5.20  0.41
H  -7.10  0.69  -3.97  0.41
H  -6.28  3.65  -4.23  0.35
H  -5.76  3.84  -2.45  0.36
H  -7.30  3.05  -2.80  0.36
H  -3.81  2.60  -4.31  0.41
H  -3.69  1.02  -3.57  0.06
H  -3.68  3.55  -1.83  0.32
H  -2.20  3.22  -2.67  0.28
H  -2.37  1.16  -1.53  0.00

Results
- F_max (eV/Å) = 9.7
- total charge = +5
- Kohn-Sham gap (eV) = 4.86
- relative energy (zero: lowest compared OMol25 entry of this formula, charge and spin) (eV) = 2.5623
- E_tot (eV) = -73697.936

ORCA calculation (the ωB97M-V functional and the def2-TZVPD basis) on C45H110NO20Zn as an isolated structure.

Last column: Mulliken charge in e.
Geometry (Å):
Zn  -0.17  -2.85  1.74  3.82
C  -1.05  -1.48  -1.96  -1.17
C  -0.49  -0.11  -1.51  1.60
C  -1.37  0.97  -2.16  -1.48
C  -1.18  2.40  -1.58  0.53
C  -1.29  2.47  -0.03  -0.10
C  -0.44  1.36  0.72  1.78
N  -0.62  0.05  -0.03  0.25
O  0.01  -1.05  0.72  1.18
C  -1.00  1.39  2.14  -0.33
C  1.03  1.83  0.82  -0.20
C  0.94  0.07  -2.17  0.42
H  -1.15  -1.44  -3.05  0.53
H  -1.99  -1.75  -1.48  0.03
H  -0.37  -2.30  -1.71  -0.62
H  -2.40  0.67  -2.01  0.08
H  -1.13  1.07  -3.22  0.37
H  -1.93  3.08  -1.99  0.80
H  -0.20  2.78  -1.88  -1.26
H  -2.33  2.38  0.28  -0.16
H  -0.91  3.46  0.20  -0.11
H  -0.60  0.63  2.82  -0.87
H  -2.08  1.25  2.10  -0.01
H  -0.72  2.31  2.65  -0.17
H  1.61  1.28  1.56  -0.49
H  1.01  2.85  1.21  -0.08
H  1.66  1.92  -0.07  -0.08
H  1.52  -0.77  -1.78  -0.80
H  1.43  0.99  -1.87  -0.54
H  0.90  0.12  -3.26  0.20
C  -0.94  -7.04  2.80  -0.69
C  -0.77  -5.84  2.24  0.07
C  -1.33  -5.52  0.83  0.06
O  -1.16  -4.32  0.36  -0.69
C  -2.10  -6.43  0.16  -0.45
C  -2.30  -7.80  0.70  0.26
C  -1.67  -8.12  2.09  0.34
O  -1.96  -9.22  2.57  -0.68
O  -3.00  -8.69  0.17  -0.70
O  -0.15  -4.94  2.95  -0.54
H  -0.58  -7.29  3.79  0.40
H  -2.57  -6.18  -0.78  0.32
C  1.99  -2.83  -4.06  -0.21
C  3.37  -2.99  -3.41  0.60
O  4.37  -2.69  -4.37  -0.65
H  1.78  -1.83  -4.44  0.01
H  1.23  -3.06  -3.31  -0.27
H  1.91  -3.50  -4.91  0.42
H  3.47  -3.99  -2.99  0.11
H  3.32  -2.40  -2.49  -0.34
H  4.89  -1.95  -4.06  0.43
C  1.33  2.74  -4.47  0.49
C  2.32  2.57  -5.62  -0.62
O  1.66  3.04  -6.77  -0.61
H  0.92  3.75  -4.34  0.06
H  1.90  2.55  -3.57  -0.67
H  0.54  1.99  -4.54  0.36
H  2.52  1.50  -5.72  0.20
H  3.23  3.14  -5.45  0.40
H  0.89  2.46  -6.81  0.35
C  -5.46  0.85  -1.41  -0.54
C  -6.50  1.54  -2.30  -0.44
O  -7.00  2.69  -1.68  -0.50
H  -5.21  -0.15  -1.75  0.39
H  -5.80  0.75  -0.38  0.34
H  -4.55  1.46  -1.35  -0.14
H  -7.26  0.79  -2.54  0.31
H  -6.07  1.79  -3.27  0.30
H  -7.55  3.08  -2.36  0.30
C  3.10  0.42  4.83  -0.60
C  4.18  -0.40  4.16  -0.56
O  3.46  -1.30  3.32  -0.24
H  2.33  0.74  4.13  -0.15
H  3.46  1.30  5.37  0.53
H  2.47  -0.13  5.52  0.14
H  4.74  -0.84  4.98  0.35
H  4.91  0.18  3.60  0.33
H  3.94  -2.13  3.34  0.13
C  3.79  -0.42  0.24  0.73
C  5.08  -1.22  0.08  -0.64
O  6.02  -0.34  -0.51  -0.60
H  2.95  -0.98  0.64  -0.48
H  3.46  -0.01  -0.71  -0.64
H  3.99  0.44  0.87  0.54
H  4.96  -2.09  -0.56  0.24
H  5.42  -1.61  1.04  0.50
H  6.85  -0.81  -0.43  0.27
C  -3.03  4.76  2.48  -0.82
C  -4.18  4.06  1.78  0.30
O  -5.35  4.80  2.08  -0.60
H  -2.10  4.35  2.09  0.08
H  -3.13  4.54  3.54  0.25
H  -3.03  5.82  2.21  0.38
H  -4.17  3.02  2.11  -0.12
H  -4.14  3.99  0.70  0.26
H  -6.09  4.45  1.57  0.33
C  -1.10  -4.62  -4.65  -0.99
C  -1.44  -5.41  -3.43  -0.25
O  -0.38  -5.44  -2.44  -0.46
H  -1.99  -4.74  -5.26  0.43
H  -0.27  -5.06  -5.20  0.29
H  -0.84  -3.59  -4.40  0.07
H  -1.62  -6.47  -3.63  0.46
H  -2.35  -4.98  -3.02  0.23
H  -0.73  -5.08  -1.62  -0.15
C  2.75  -5.24  -0.34  -1.55
C  2.11  -3.83  -0.16  2.02
O  1.66  -3.57  1.17  -0.25
H  3.08  -5.44  -1.36  0.29
H  1.99  -5.97  -0.09  0.34
H  3.61  -5.40  0.32  0.38
H  1.26  -3.65  -0.81  -0.83
H  2.88  -3.10  -0.40  -0.75
H  2.36  -3.67  1.82  0.02
C  1.04  3.71  5.24  -1.03
C  2.01  4.15  4.26  0.21
O  3.16  4.59  4.92  -0.62
H  0.87  4.44  6.03  0.39
H  1.32  2.84  5.83  0.21
H  0.13  3.46  4.69  0.19
H  1.61  5.00  3.70  0.33
H  2.39  3.51  3.47  0.06
H  3.77  4.90  4.25  0.31
C  5.17  2.16  -3.16  -1.33
C  4.63  0.83  -3.64  0.80
O  5.47  -0.24  -3.18  -0.72
H  4.41  2.95  -3.15  0.28
H  6.05  2.39  -3.76  0.29
H  5.50  2.13  -2.12  0.37
H  4.60  0.82  -4.73  0.56
H  3.63  0.66  -3.25  -0.62
H  5.50  -0.28  -2.22  0.36
C  1.91  4.96  -1.12  -0.94
C  1.37  5.83  0.03  -0.02
O  1.93  7.10  0.08  -0.59
H  1.42  3.98  -1.15  0.12
H  2.96  4.79  -0.91  0.42
H  1.88  5.41  -2.11  0.41
H  1.47  5.40  1.03  -0.06
H  0.29  5.98  -0.02  0.24
H  1.43  7.65  0.68  0.34
C  -4.73  -0.46  5.32  -1.21
C  -3.67  0.34  4.54  -0.13
O  -2.45  -0.36  4.61  -0.27
H  -4.91  -1.40  4.81  0.20
H  -5.67  0.09  5.38  0.43
H  -4.53  -0.59  6.38  0.32
H  -3.66  1.35  4.94  0.44
H  -3.98  0.47  3.50  0.02
H  -2.06  -0.17  5.47  0.21
C  -4.11  -3.20  1.75  -1.27
C  -3.03  -2.10  1.53  0.81
O  -2.02  -2.33  2.51  -0.25
H  -4.96  -2.95  1.12  0.40
H  -4.42  -3.16  2.79  0.26
H  -3.69  -4.19  1.56  0.25
H  -3.45  -1.10  1.64  0.15
H  -2.55  -2.10  0.56  -0.88
H  -2.31  -1.87  3.31  -0.32
C  -1.55  5.02  -4.79  -0.63
C  -3.11  5.08  -4.92  -0.28
O  -3.41  5.09  -6.32  -0.55
H  -1.15  4.11  -5.23  0.21
H  -1.23  5.03  -3.74  0.15
H  -1.02  5.81  -5.34  0.38
H  -3.53  5.91  -4.35  0.34
H  -3.57  4.16  -4.56  0.13
H  -3.65  5.97  -6.59  0.30
C  1.12  -2.75  5.72  -1.68
C  0.27  -2.02  4.69  -0.40
O  0.75  -2.11  3.39  0.88
H  2.15  -2.40  5.69  0.15
H  0.99  -3.83  5.66  0.37
H  0.86  -2.42  6.73  0.46
H  0.30  -0.93  4.78  0.35
H  -0.77  -2.33  4.70  0.40
H  1.58  -1.63  3.43  -0.85

Results
- F_max (eV/Å) = 3.9
- total charge = -1
- Kohn-Sham gap (eV) = 5.49
- E_tot (eV) = -139302.955